# 1
An isolated molecule of C10H14O2Si. Source: OMol25; level of theory: ωB97M-V/def2-TZVPD.

Cartesian coordinates (Å):
O: 1.362 0.766 -1.009
O: 0.010 -0.765 0.036
C: 0.616 0.404 -0.104
C: -0.551 3.511 2.548
C: -1.492 2.789 1.902
C: 0.803 3.180 2.498
C: -1.137 1.776 1.029
C: 1.160 2.181 1.660
C: 0.205 1.482 0.887
C: -0.450 -1.137 -2.783
C: 1.747 -2.624 -0.998
C: -1.292 -3.171 -0.552
Si: 0.015 -1.971 -1.154
H: -0.820 4.334 3.202
H: -2.491 3.013 1.916
H: 1.538 3.834 2.918
H: -1.814 1.306 0.335
H: 2.209 2.096 1.387
H: -1.418 -0.724 -2.862
H: -0.364 -1.822 -3.642
H: 0.278 -0.394 -2.936
H: 1.955 -2.795 0.058
H: 2.078 -3.499 -1.559
H: 2.350 -1.765 -1.322
H: -1.113 -4.023 -1.223
H: -1.131 -3.300 0.466
H: -2.252 -2.682 -0.701

Summary:
Molecular weight (g/mol): 194.3
Max |F| (eV/Å): 2.82
E_HOMO (Ha): -0.341
Charge: 0
SMILES: C[Si](C)(C)OC(=O)c1ccccc1

Atomic partial charges in e from the Löwdin method, atoms 1 to 4:
1. O 0.08
2. O -0.05
3. C -0.48
4. C -0.09


# 2
A cluster of 2 separate species, C7H9NO4P in total. Source: OMol25; level of theory: ωB97M-V/def2-TZVPD.

Cartesian coordinates (Å):
C: -2.890 0.680 -0.516
C: -2.603 -0.426 0.276
C: -1.797 1.492 -0.968
C: -1.298 -0.586 0.766
C: -0.542 1.239 -0.495
C: -0.256 0.252 0.423
C: 1.037 0.151 1.042
N: 1.286 -0.512 2.124
O: 2.466 2.149 -0.234
O: 2.094 -0.241 -1.314
O: 3.756 0.172 0.690
O: 0.437 -2.374 -1.452
P: 2.383 0.696 -0.103
H: -3.778 0.768 -1.101
H: -3.416 -0.888 0.725
H: -2.087 2.050 -1.858
H: -1.272 -1.434 1.421
H: 0.299 1.731 -0.971
H: 0.468 -3.162 -0.886
H: 4.236 0.880 1.133
H: 0.353 -0.963 2.521
H: 1.122 -1.675 -1.222

Summary:
Molecular weight (g/mol): 202.1
Max |F| (eV/Å): 3.50
E_HOMO (Ha): -0.209
Charge: -1

Atomic partial charges in e from the Löwdin method, atoms 1 to 4:
1. C -0.09
2. C -0.09
3. C -0.07
4. C -0.05